11
Properties=species:S:1:pos:R:3:forces:R:3 method="wB97M-V/def2-TZVPD" homo_lumo_gap_ev=9.493 relative_energy_ev=0.785 lumo_energy_ev=0.2 smiles="[H]/N=C/N.SS"
S 0.074 2.962 -0.665 -0.8 0.2 -0.2
S -0.152 3.713 -2.606 -0.4 -0.8 0.4
N 0.326 -1.090 1.278 0.5 0.1 2.7
N -1.011 -2.435 -0.040 -0.3 -1.2 0.5
C -0.261 -2.327 0.977 0.8 1.4 -0.3
H 0.422 -0.665 2.265 -0.3 -1.5 -2.5
H 0.959 2.059 -1.012 0.7 -0.6 0.0
H -1.287 -3.434 -0.077 0.2 0.7 -0.5
H 0.390 4.820 -2.195 0.5 1.2 -0.2
H 0.399 -0.432 0.541 -0.5 0.5 -0.5
H 0.142 -3.171 1.536 -0.4 0.0 0.5

24
Properties=species:S:1:pos:R:3:forces:R:3 method="wB97M-V/def2-TZVPD" homo_lumo_gap_ev=9.460 relative_energy_ev=4.186 lumo_energy_ev=0.6
O -3.153 0.801 -0.477 -0.1 0.3 0.2
O -2.614 -1.160 -1.376 -0.3 -0.6 -0.2
N -0.660 2.092 0.942 -0.3 0.4 0.5
C 2.895 -1.042 -1.108 -0.8 -1.5 3.0
C -1.720 -0.564 0.692 4.6 2.9 -0.3
C -2.548 -0.446 -0.422 -1.2 1.7 -1.4
C -1.528 -1.252 1.762 -0.2 -1.3 1.5
C 0.154 0.912 -1.100 -1.2 -0.5 -1.2
C 1.737 -0.901 -0.016 1.0 -0.4 -1.5
C 1.034 0.404 -0.017 0.8 1.4 0.4
C -0.336 0.869 0.286 -3.7 -2.1 1.4
H -0.276 0.311 -1.894 0.0 -0.7 0.5
H 2.551 -1.152 -2.080 -0.9 -0.6 -1.8
H -2.274 -1.974 2.078 0.0 -0.1 0.1
H 3.582 -0.243 -1.162 0.8 1.0 0.6
H 2.272 -1.145 0.876 -0.1 0.3 1.1
H -1.477 2.617 0.536 1.6 -0.7 0.8
H -2.784 1.410 0.204 -0.5 -1.1 -0.4
H 0.286 1.876 -1.508 0.6 1.1 -0.1
H -0.546 2.197 1.983 -0.4 -0.5 -1.8
H 1.599 1.264 0.287 1.2 0.0 0.3
H 1.056 -1.722 -0.170 -0.4 -0.3 -0.2
H 3.393 -1.974 -0.713 0.0 0.9 -1.1
H -0.642 -1.178 2.396 -0.2 0.2 -0.2

13
Properties=species:S:1:pos:R:3:forces:R:3 method="wB97M-V/def2-TZVPD" homo_lumo_gap_ev=9.568 relative_energy_ev=2.058 lumo_energy_ev=0.7 smiles="N=C(NN)NN"
N -2.101 0.159 0.057 -6.1 -2.3 0.7
N 2.512 0.071 0.126 -0.7 -0.8 -3.4
N 1.298 -0.620 -0.212 0.8 1.5 2.8
N 0.047 1.386 -0.358 -1.3 -0.3 2.8
N -1.051 -0.646 -0.206 3.9 -3.7 1.1
C 0.166 0.124 -0.158 -2.1 0.3 -2.4
H 2.409 0.896 -0.470 0.8 0.2 0.9
H -2.987 -0.500 -0.311 2.6 3.0 1.6
H -1.002 1.481 -0.006 2.6 0.9 -1.8
H -2.241 0.447 1.103 0.2 -1.2 -2.0
H -0.927 -1.714 0.168 -0.8 3.6 -0.4
H 2.549 0.290 1.085 -0.4 0.3 1.2
H 1.326 -1.374 -0.818 0.5 -1.5 -1.1

20
Properties=species:S:1:pos:R:3:forces:R:3 method="wB97M-V/def2-TZVPD" total_charge=+1 homo_lumo_gap_ev=10.776 relative_energy_ev=1.923 lumo_energy_ev=-3.1 smiles=C[C@@H](S)[NH2+][C@](C)(O)S
S 0.836 2.339 1.545 0.0 0.4 -0.7
S -0.270 -1.429 -1.503 1.9 0.4 1.3
O 1.506 0.509 -0.216 -1.1 0.8 -0.1
N -0.702 0.445 0.600 3.0 -2.4 0.9
C -0.130 2.231 -1.168 -0.8 -4.1 0.9
C -1.899 -1.728 0.702 3.0 -0.2 -1.1
C -0.517 -1.077 0.292 -2.6 -0.1 -1.1
C 0.319 1.366 0.040 3.6 -0.4 -1.2
H -1.521 -1.556 -1.622 -2.3 -0.3 -0.9
H 1.503 -0.032 -1.056 -0.5 1.4 0.9
H 0.305 -1.546 0.827 0.1 0.9 0.3
H -1.613 -2.776 0.554 -1.0 0.0 0.0
H -2.067 -1.569 1.735 -0.6 0.2 1.0
H 2.073 1.824 1.565 0.0 0.0 0.0
H -0.917 2.780 -0.763 -1.5 1.5 0.2
H -0.536 1.527 -1.955 0.6 1.0 0.6
H -1.613 0.784 0.602 -2.5 0.5 -0.8
H 0.660 2.827 -1.487 1.3 1.0 -0.6
H -2.650 -1.346 0.020 -0.4 -0.3 0.3
H -0.455 0.493 1.592 -0.1 -0.1 0.3

47
Properties=species:S:1:pos:R:3:forces:R:3 method="wB97M-V/def2-TZVPD" homo_lumo_gap_ev=7.915 lumo_energy_ev=-0.9 smiles="O=C1c2c(Cl)cc(CCCI)c(CCCF)c2C(=O)N1P(O)(O)=S.NC(N)=O"
I 0.267 5.515 -0.334 -0.3 -0.2 -0.2
Cl 1.485 1.927 2.553 -0.2 0.2 -0.1
S 1.936 -3.048 -2.284 -0.6 0.0 0.2
P 2.014 -1.785 -0.841 0.7 -2.1 -2.2
F -4.798 1.201 -2.295 0.0 0.0 0.1
O 1.937 -1.316 2.443 -0.6 0.2 -1.0
O 5.636 -2.874 1.518 0.2 0.0 -0.1
O -1.211 -2.879 -0.156 0.8 0.8 0.1
O 3.418 -1.811 -0.113 -0.8 0.8 0.4
O 1.891 -0.284 -1.434 -0.2 0.1 1.3
N 6.153 -4.648 2.836 0.1 0.0 0.0
N 4.174 -3.492 3.132 0.0 0.1 0.0
N 0.923 -2.087 0.431 1.4 -0.1 0.7
C -1.839 0.269 -0.055 -1.1 -0.1 -0.5
C -0.487 -1.969 0.145 -0.9 0.3 -0.6
C -1.266 4.234 -1.173 -0.1 0.2 0.5
C -0.801 -0.495 0.380 1.1 -1.4 0.6
C -0.800 2.094 1.094 0.3 1.0 0.6
C -2.939 -0.353 -0.896 0.3 -0.3 0.3
C -2.761 -0.158 -2.425 0.0 0.4 0.6
C -2.459 4.044 -0.223 -0.2 -0.4 -0.1
C 5.341 -3.619 2.433 -0.2 0.0 0.1
C 0.223 1.300 1.551 0.8 0.1 0.8
C -1.825 1.614 0.326 -0.7 0.4 -0.7
C -3.729 0.831 -3.095 0.1 -0.6 -1.0
C -2.919 2.565 -0.123 0.6 0.8 0.2
C 0.231 -0.007 1.195 0.1 -1.2 0.3
C 1.185 -1.141 1.527 -0.6 0.8 0.0
H -0.748 3.133 1.391 -0.2 0.1 -0.1
H 3.910 -4.094 3.887 0.0 0.0 0.0
H -0.764 3.289 -1.370 0.1 0.1 -0.1
H -3.315 4.592 -0.623 0.1 0.2 0.2
H -4.158 0.337 -3.971 -0.1 0.1 0.1
H 0.969 -0.038 -1.583 0.0 0.1 -0.2
H -2.877 -1.424 -0.706 -0.2 0.1 0.0
H 3.553 -2.749 2.859 0.0 0.0 0.0
H -2.264 4.433 0.776 0.1 0.1 -0.1
H -3.233 1.727 -3.477 0.0 0.1 0.4
H 7.017 -4.769 2.342 0.0 0.0 0.0
H -3.324 2.308 -1.098 -0.1 -0.4 0.3
H 4.079 -1.384 -0.675 0.3 -0.2 0.2
H 5.929 -5.273 3.585 0.0 0.0 0.0
H -3.706 2.551 0.637 -0.2 -0.2 -0.3
H -1.734 0.184 -2.584 -0.1 0.0 -0.2
H -2.834 -1.132 -2.907 -0.1 0.1 0.0
H -1.573 4.715 -2.096 0.2 -0.1 -0.1
H -3.906 -0.034 -0.503 0.0 0.1 -0.3

98
Properties=species:S:1:pos:R:3:forces:R:3 method="wB97M-V/def2-TZVPD" total_charge=+1 homo_lumo_gap_ev=7.955 relative_energy_ev=3.121 lumo_energy_ev=-3.3
O 3.511 2.899 1.975 -0.2 0.1 0.2
O 0.740 -1.905 3.778 0.1 -0.1 0.0
O -2.841 -5.437 -4.286 0.0 0.0 0.0
O -0.235 -1.873 -3.220 -0.1 0.2 -0.1
O 1.911 -1.563 5.670 -0.1 -0.1 0.0
N 3.388 -0.876 -1.216 0.0 0.1 0.1
N 2.332 1.317 3.167 -0.1 0.1 0.0
C 2.709 1.022 0.741 0.1 -0.1 -0.3
C 4.521 -1.349 3.610 0.3 -0.4 0.1
C -2.162 -6.365 -6.424 0.1 0.0 0.1
C -2.841 -2.655 -1.213 -0.1 -0.1 0.1
C 3.987 0.468 0.684 -0.1 -0.1 -0.2
C 0.205 1.401 2.343 -0.1 0.0 0.3
C -4.460 -5.384 -6.093 0.0 0.0 0.1
C 4.496 6.190 -1.036 -0.1 0.1 0.1
C -5.172 0.038 0.275 0.1 0.1 -0.1
C -4.435 -0.651 -0.881 -0.2 -0.1 0.0
C 3.508 1.070 4.009 0.3 -0.2 0.1
C 3.395 4.011 -0.267 0.0 0.3 -0.2
C 3.199 5.399 -0.895 0.0 0.0 0.1
C -2.809 0.080 1.354 0.2 0.0 0.1
C 2.172 -0.334 -1.171 0.1 0.1 0.1
C -4.168 -2.148 -0.641 0.1 0.1 -0.1
C 3.611 4.124 1.232 0.2 0.1 -0.2
C -1.284 -2.837 -3.214 0.0 0.1 0.3
C -2.539 -2.190 -2.634 0.1 -0.2 0.1
C -2.029 0.252 2.666 -0.2 0.2 -0.1
C 0.712 0.267 4.687 0.0 0.2 0.3
C 1.203 -1.169 4.794 0.2 0.1 0.0
C 1.126 0.971 3.445 -0.1 0.0 -0.3
C 4.070 -0.265 3.813 -0.3 0.4 -0.1
C 1.322 4.127 3.924 -0.3 -0.3 0.1
C 0.648 3.897 2.563 0.5 0.3 0.0
C 0.919 -2.290 -3.923 0.1 -0.1 0.0
C 0.980 2.617 1.772 -0.6 -0.1 0.1
C 1.791 0.618 -0.227 0.2 -0.1 0.1
C -4.258 0.570 1.410 -0.1 -0.1 0.1
C 4.273 -0.464 -0.307 -0.2 0.1 0.1
C -1.266 1.588 2.713 0.1 0.0 0.1
C 2.411 2.066 1.823 0.3 -0.1 0.1
C -2.993 -5.317 -5.703 -0.1 -0.1 -0.1
H -1.114 -6.290 -6.134 0.0 0.0 0.0
H 0.711 -3.154 -4.559 0.0 0.0 0.0
H 1.299 5.187 4.173 0.0 0.0 0.0
H -2.272 0.636 0.578 0.0 -0.2 -0.1
H -3.501 -0.128 -1.096 0.0 0.0 0.0
H -3.396 -2.426 -3.269 0.0 0.1 0.0
H -2.858 -3.748 -1.211 0.0 0.0 0.0
H 5.262 5.604 -1.544 0.0 0.0 0.0
H 4.249 1.830 3.769 -0.1 0.0 0.0
H -4.676 0.281 2.378 0.0 0.0 0.0
H 1.103 0.784 5.565 0.0 0.1 -0.1
H -1.695 2.279 1.983 -0.1 0.0 0.0
H 4.758 0.754 1.385 0.0 0.0 0.0
H 2.958 4.883 1.662 -0.2 -0.1 0.1
H -5.903 -0.663 0.684 0.0 0.0 0.0
H 0.250 0.555 1.644 0.0 0.1 -0.1
H 5.267 -0.891 -0.368 0.0 -0.1 0.0
H 0.792 1.028 -0.281 0.0 0.0 -0.1
H -2.016 -2.366 -0.550 0.0 0.1 -0.1
H -2.370 -1.113 -2.657 -0.1 0.0 -0.1
H -0.429 3.922 2.715 -0.1 0.0 -0.1
H -4.188 -2.357 0.432 -0.1 -0.1 0.0
H 2.720 5.282 -1.867 0.1 0.0 0.0
H -4.986 -2.725 -1.080 0.0 0.0 0.0
H -2.603 -4.324 -5.937 0.0 0.0 0.0
H -5.046 -0.554 -1.780 0.1 0.1 0.0
H -1.372 2.079 3.684 0.1 0.0 0.0
H -2.514 -7.368 -6.166 0.0 0.0 0.0
H -5.032 -4.617 -5.570 0.0 0.0 0.0
H 2.528 3.393 -0.506 0.0 0.0 0.1
H 1.263 -1.472 -4.558 0.0 0.0 0.0
H 1.091 -2.804 3.889 -0.1 0.0 -0.1
H -0.374 0.274 4.744 0.0 -0.1 0.0
H 4.632 4.453 1.425 0.0 0.0 0.1
H -5.756 0.868 -0.126 0.0 0.0 0.0
H 4.329 7.104 -1.605 0.0 0.0 0.0
H 4.890 6.489 -0.063 0.0 0.0 0.0
H -0.979 -3.688 -2.593 0.0 -0.1 -0.1
H 0.658 2.782 0.745 0.1 0.0 -0.1
H 0.782 3.615 4.727 0.0 -0.1 0.0
H 4.271 3.549 -0.729 -0.1 -0.2 0.0
H -3.176 -6.304 -4.029 0.0 0.0 0.0
H 2.499 5.974 -0.279 -0.1 0.0 -0.1
H -4.590 -5.243 -7.167 0.0 0.0 0.0
H -1.467 -3.199 -4.227 0.1 0.0 0.0
H -2.778 -0.965 1.058 0.0 0.0 0.1
H -2.234 -6.249 -7.505 0.0 0.0 0.0
H -2.713 0.188 3.516 0.0 -0.1 0.0
H 0.863 4.747 1.916 0.0 0.0 0.0
H -4.877 -6.359 -5.826 0.0 0.0 0.0
H 3.214 1.212 5.051 0.0 0.0 0.0
H 1.458 -0.667 -1.914 0.0 0.0 0.0
H -4.277 1.663 1.395 0.1 0.0 0.1
H 4.952 -2.316 3.492 0.0 0.0 -0.1
H 2.355 3.792 3.955 0.1 0.1 -0.1
H 1.720 -2.556 -3.227 0.0 -0.1 0.0
H -1.329 -0.581 2.758 0.0 0.0 0.1

Repeat the fifth record exactly.
47
Properties=species:S:1:pos:R:3:forces:R:3 method="wB97M-V/def2-TZVPD" homo_lumo_gap_ev=7.915 lumo_energy_ev=-0.9 smiles="O=C1c2c(Cl)cc(CCCI)c(CCCF)c2C(=O)N1P(O)(O)=S.NC(N)=O"
I 0.267 5.515 -0.334 -0.3 -0.2 -0.2
Cl 1.485 1.927 2.553 -0.2 0.2 -0.1
S 1.936 -3.048 -2.284 -0.6 0.0 0.2
P 2.014 -1.785 -0.841 0.7 -2.1 -2.2
F -4.798 1.201 -2.295 0.0 0.0 0.1
O 1.937 -1.316 2.443 -0.6 0.2 -1.0
O 5.636 -2.874 1.518 0.2 0.0 -0.1
O -1.211 -2.879 -0.156 0.8 0.8 0.1
O 3.418 -1.811 -0.113 -0.8 0.8 0.4
O 1.891 -0.284 -1.434 -0.2 0.1 1.3
N 6.153 -4.648 2.836 0.1 0.0 0.0
N 4.174 -3.492 3.132 0.0 0.1 0.0
N 0.923 -2.087 0.431 1.4 -0.1 0.7
C -1.839 0.269 -0.055 -1.1 -0.1 -0.5
C -0.487 -1.969 0.145 -0.9 0.3 -0.6
C -1.266 4.234 -1.173 -0.1 0.2 0.5
C -0.801 -0.495 0.380 1.1 -1.4 0.6
C -0.800 2.094 1.094 0.3 1.0 0.6
C -2.939 -0.353 -0.896 0.3 -0.3 0.3
C -2.761 -0.158 -2.425 0.0 0.4 0.6
C -2.459 4.044 -0.223 -0.2 -0.4 -0.1
C 5.341 -3.619 2.433 -0.2 0.0 0.1
C 0.223 1.300 1.551 0.8 0.1 0.8
C -1.825 1.614 0.326 -0.7 0.4 -0.7
C -3.729 0.831 -3.095 0.1 -0.6 -1.0
C -2.919 2.565 -0.123 0.6 0.8 0.2
C 0.231 -0.007 1.195 0.1 -1.2 0.3
C 1.185 -1.141 1.527 -0.6 0.8 0.0
H -0.748 3.133 1.391 -0.2 0.1 -0.1
H 3.910 -4.094 3.887 0.0 0.0 0.0
H -0.764 3.289 -1.370 0.1 0.1 -0.1
H -3.315 4.592 -0.623 0.1 0.2 0.2
H -4.158 0.337 -3.971 -0.1 0.1 0.1
H 0.969 -0.038 -1.583 0.0 0.1 -0.2
H -2.877 -1.424 -0.706 -0.2 0.1 0.0
H 3.553 -2.749 2.859 0.0 0.0 0.0
H -2.264 4.433 0.776 0.1 0.1 -0.1
H -3.233 1.727 -3.477 0.0 0.1 0.4
H 7.017 -4.769 2.342 0.0 0.0 0.0
H -3.324 2.308 -1.098 -0.1 -0.4 0.3
H 4.079 -1.384 -0.675 0.3 -0.2 0.2
H 5.929 -5.273 3.585 0.0 0.0 0.0
H -3.706 2.551 0.637 -0.2 -0.2 -0.3
H -1.734 0.184 -2.584 -0.1 0.0 -0.2
H -2.834 -1.132 -2.907 -0.1 0.1 0.0
H -1.573 4.715 -2.096 0.2 -0.1 -0.1
H -3.906 -0.034 -0.503 0.0 0.1 -0.3